Formula: C10H11N2O
Source: the Open Molecules 2025 dataset
Level of theory: ωB97M-V/def2-TZVPD

Results
Calculated total energy: -15565.10939 eV
Relative energy (zero: lowest compared OMol25 entry of this formula, charge and spin): 81.1 kcal/mol
Total charge: +1

The geometry in XYZ format:
```
24
Properties=species:S:1:pos:R:3:forces:R:3:nbo_charge:R:1
C -1.34979 1.54827 0.53019 2.0 1.8 0.7 -0.252
C -2.58615 1.69412 -0.00181 -0.9 1.5 -1.9 0.180
C -2.89468 -0.56189 -0.28873 1.1 2.9 -0.1 0.218
C -0.79027 0.32088 0.44554 0.8 0.1 1.2 0.093
C -1.53404 -0.78837 0.00158 0.9 0.1 0.4 -0.309
C -0.91432 -1.98899 -0.03949 -1.6 1.5 -0.5 0.412
C 0.60939 0.32380 0.98815 -0.6 -0.3 0.3 0.628
C -0.55686 -3.17840 0.05234 3.9 -2.8 -1.9 -0.465
C 1.44478 0.63663 -1.38523 -2.2 -2.0 1.3 -0.390
C 2.93452 0.53822 0.57868 -3.4 2.7 0.4 -0.401
N -3.35926 0.67934 -0.34917 -0.9 -1.9 -0.1 -0.387
N 1.51826 0.60514 0.05753 3.0 -0.5 1.6 -0.396
O 0.74230 0.22059 2.21174 0.0 -0.1 -1.6 -0.572
H -0.65992 2.40962 0.79315 -1.3 -1.0 -0.2 0.266
H -2.88198 2.67813 -0.42724 -0.2 -0.6 0.9 0.234
H -3.45241 -1.35834 -0.60185 -1.9 -1.8 -0.5 0.216
H 0.24191 -3.81814 -0.55162 -2.2 1.5 0.7 0.334
H -0.55523 -3.50714 1.04729 -0.5 -0.8 1.7 0.313
H 1.64190 1.57018 -1.73476 0.4 2.9 -1.0 0.215
H 2.21071 0.01432 -1.75804 0.6 -1.1 -0.6 0.215
H 0.44080 0.31239 -1.70763 0.6 0.1 -0.2 0.198
H 3.39001 -0.28216 0.26355 1.8 -3.8 -1.4 0.195
H 3.47730 1.36385 0.25083 0.8 1.6 -0.7 0.209
H 2.88302 0.56794 1.62503 0.0 -0.1 1.4 0.245
```
Positions in Å, forces in eV/Å.